No. 1
Formula: C3H6N2S3
Source: OMol25
Level of theory: ωB97M-V with the def2-TZVPD basis set

For the HOMO-LUMO gap, the calculation gives 8.68 eV. Its total energy is -1421.9547 Ha. For the LUMO energy, the calculation gives -0.07 eV. The energy relative to the best compared isomer or geometry (same formula, charge and spin) comes out at 27.5 kcal/mol.

Geometry (Å):
C (3.452, -0.740, 0.069)
S (1.753, -1.355, -0.032)
C (0.860, 0.182, -0.016)
S (1.487, 1.714, -0.031)
N (-0.472, -0.041, 0.008)
N (-1.402, 0.946, 0.024)
C (-2.708, 0.657, 0.023)
S (-3.407, -0.829, -0.015)
H (3.642, -0.091, -0.784)
H (3.631, -0.166, 0.955)
H (4.135, -1.596, 0.040)
H (-0.889, -0.979, 0.155)
H (-1.045, 1.880, 0.043)
H (-3.301, 1.555, 0.155)

No. 2
Formula: C3H6N2S3
Source: OMol25
Level of theory: ωB97M-V with the def2-TZVPD basis set

For the HOMO-LUMO gap, the calculation gives 8.58 eV. Its total energy is -1421.7882 Ha. For the LUMO energy, the calculation gives -0.66 eV. The energy relative to the best compared isomer or geometry (same formula, charge and spin) comes out at 132.0 kcal/mol.

Geometry (Å):
C (-2.116, -1.583, 0.577)
C (-0.543, 0.528, -0.070)
C (2.726, -0.022, 0.297)
H (-3.159, -1.630, 0.816)
H (-1.592, -1.577, 1.883)
H (-1.393, -2.519, -0.088)
H (1.676, 0.470, -1.280)
H (3.353, 0.745, -0.189)
H (1.762, -1.019, 1.325)
N (1.746, -0.486, -0.813)
N (2.702, -0.584, 1.402)
S (-2.193, 0.345, 0.182)
S (0.032, 1.969, -0.038)
S (0.148, -1.096, -0.858)

No. 3
Formula: C3H6N3
Source: OMol25
Level of theory: ωB97M-V with the def2-TZVPD basis set

For the HOMO-LUMO gap (alpha / beta), the calculation gives 8.94 / 6.87 eV. Its total energy is -281.6972 Ha. For the LUMO energy (alpha / beta), the calculation gives -6.62 / -6.99 eV. The energy relative to the best compared isomer or geometry (same formula, charge and spin) comes out at 138.5 kcal/mol. Its total charge is +1.

Geometry (Å):
C (-1.267, 1.071, -0.094)
N (0.092, 0.595, 0.039)
N (0.943, 1.301, 0.724)
C (2.151, 0.762, 0.463)
C (2.001, -0.536, -0.398)
N (0.510, -0.526, -0.584)
H (-1.828, 0.319, -0.418)
H (-1.671, 1.482, 0.839)
H (-1.378, 1.819, -0.858)
H (2.500, -0.260, -1.389)
H (2.441, -1.474, -0.034)
H (0.083, -1.288, -0.985)

No. 4
Formula: C3H6N3
Source: OMol25
Level of theory: ωB97M-V with the def2-TZVPD basis set

For the HOMO-LUMO gap, the calculation gives 9.15 eV. Its total energy is -281.7894 Ha. For the LUMO energy, the calculation gives -3.87 eV. The energy relative to the best compared isomer or geometry (same formula, charge and spin) comes out at 80.6 kcal/mol. Its total charge is +1.

Geometry (Å):
C (0.231, 1.052, 0.071)
C (0.213, -1.060, 0.088)
C (-0.801, 0.041, 0.028)
N (-3.212, -0.057, -0.200)
N (-2.079, 0.018, -0.104)
N (1.256, -0.050, -0.269)
H (0.051, 2.015, -0.434)
H (0.589, 1.395, 1.065)
H (0.470, -1.399, 1.123)
H (-0.067, -2.048, -0.481)
H (1.342, 0.031, -1.279)
H (2.008, 0.062, 0.392)

No. 5
Formula: C3H6N3
Source: OMol25
Level of theory: ωB97M-V with the def2-TZVPD basis set

For the HOMO-LUMO gap (alpha / beta), the calculation gives 8.64 / 8.64 eV. Its total energy is -281.7580 Ha. For the LUMO energy (alpha / beta), the calculation gives -5.20 / -5.20 eV. The energy relative to the best compared isomer or geometry (same formula, charge and spin) comes out at 100.3 kcal/mol. Its total charge is +1.

Geometry (Å):
C (-0.076, 0.647, -0.735)
C (1.334, 0.787, -0.614)
C (-2.130, -0.608, 0.057)
N (-0.946, 0.065, -0.182)
N (1.679, -0.083, 0.630)
N (1.004, -0.757, 1.258)
H (1.988, 0.424, -1.313)
H (1.684, 1.836, -0.344)
H (-1.975, -1.694, -0.113)
H (-2.344, -0.586, 1.210)
H (-2.945, -0.258, -0.648)
H (2.726, 0.228, 0.795)

No. 6
Formula: C3H6N3
Source: OMol25
Level of theory: ωB97M-V with the def2-TZVPD basis set

For the HOMO-LUMO gap (alpha / beta), the calculation gives 6.97 / 8.70 eV. Its total energy is -281.6906 Ha. The spin multiplicity is 3. For the LUMO energy (alpha / beta), the calculation gives -4.49 / -7.37 eV. The energy relative to the best compared isomer or geometry (same formula, charge and spin) comes out at 45.2 kcal/mol. Its total charge is +1.

Geometry (Å):
C (1.878, 0.605, -0.031)
C (0.283, -0.973, 0.007)
C (-1.846, 0.380, 0.010)
N (0.233, 1.280, 0.000)
N (1.591, -0.659, -0.034)
N (-0.423, 0.185, 0.065)
H (2.770, 1.129, 0.208)
H (-0.262, -1.787, -0.156)
H (-2.512, -0.075, 0.737)
H (-2.002, 1.435, -0.018)
H (-1.967, -0.116, -0.876)
H (2.257, -1.405, 0.088)

No. 7
Formula: C3H6N3O
Source: OMol25
Level of theory: ωB97M-V with the def2-TZVPD basis set

For the HOMO-LUMO gap, the calculation gives 11.45 eV. Its total energy is -357.0945 Ha. For the LUMO energy, the calculation gives -3.55 eV. The energy relative to the best compared isomer or geometry (same formula, charge and spin) comes out at 39.1 kcal/mol. Its total charge is +1.

Geometry (Å):
C (-1.411, -0.782, -0.048)
N (-0.042, -0.439, 0.023)
C (0.962, -1.372, -0.239)
N (2.156, -0.871, -0.113)
O (1.949, 0.544, 0.087)
C (0.720, 0.823, 0.110)
N (0.274, 2.034, 0.084)
H (-1.878, -1.173, 0.987)
H (-2.090, 0.017, -0.241)
H (-1.691, -1.530, -0.681)
H (0.769, -2.363, -0.220)
H (-0.651, 2.380, 0.064)
H (0.932, 2.734, 0.188)

No. 8
Formula: C3H6N3O
Source: OMol25
Level of theory: ωB97M-V with the def2-TZVPD basis set

For the HOMO-LUMO gap (alpha / beta), the calculation gives 9.25 / 9.25 eV. Its total energy is -357.0719 Ha. For the LUMO energy (alpha / beta), the calculation gives -5.20 / -5.20 eV. The energy relative to the best compared isomer or geometry (same formula, charge and spin) comes out at 53.3 kcal/mol. Its total charge is +1.

Geometry (Å):
C (0.035, 1.601, 0.279)
C (-0.250, -0.526, 1.134)
C (-0.402, -0.061, -1.128)
N (-0.303, 1.215, -0.889)
N (0.156, 0.662, 1.357)
N (-0.671, -0.871, -0.056)
O (1.336, -0.648, -1.551)
H (0.155, 2.674, 0.271)
H (-0.133, -1.177, 2.007)
H (-0.843, -0.576, -1.928)
H (0.685, 0.725, 2.299)
H (-0.730, -1.878, -0.327)
H (1.668, -0.108, -2.263)

No. 9
Formula: C3H6N3O
Source: OMol25
Level of theory: ωB97M-V with the def2-TZVPD basis set

For the HOMO-LUMO gap, the calculation gives 8.55 eV. Its total energy is -357.0296 Ha. For the LUMO energy, the calculation gives -5.61 eV. The energy relative to the best compared isomer or geometry (same formula, charge and spin) comes out at 79.8 kcal/mol. Its total charge is +1.

Geometry (Å):
O (0.204, -2.659, 0.492)
C (-0.192, -1.590, 0.195)
C (0.080, -0.403, 1.161)
N (0.671, 0.654, 0.180)
C (-0.266, 0.932, -0.996)
N (-1.295, -0.069, -1.188)
N (-1.109, -1.195, -0.800)
H (-0.716, 0.066, 1.601)
H (0.705, -0.504, 1.945)
H (0.965, 1.508, 0.715)
H (1.559, 0.461, -0.310)
H (0.331, 0.975, -2.038)
H (-0.937, 1.823, -0.958)

No. 10
Formula: C3H6N3O
Source: OMol25
Level of theory: ωB97M-V with the def2-TZVPD basis set

For the HOMO-LUMO gap (alpha / beta), the calculation gives 7.40 / 7.41 eV. Its total energy is -356.9959 Ha. For the LUMO energy (alpha / beta), the calculation gives -5.12 / -5.12 eV. The energy relative to the best compared isomer or geometry (same formula, charge and spin) comes out at 100.9 kcal/mol. Its total charge is +1.

Geometry (Å):
C (0.410, -1.036, -2.124)
C (1.457, -1.338, -1.292)
C (0.078, 0.042, 1.428)
N (1.640, -1.105, 0.091)
N (0.963, -0.219, 0.612)
N (0.049, 1.380, 2.074)
O (-0.698, -0.453, -1.631)
H (0.507, -1.272, -3.253)
H (2.155, -2.047, -1.670)
H (-0.232, 1.278, 3.041)
H (-0.628, 2.095, 1.806)
H (1.055, 1.703, 2.171)
H (-1.391, -0.415, -2.337)

Which formula does entry 3 have? C3H6N3

Number 3 is which compound? C3H6N3

energy relative to the best compared isomer or geometry (same formula, charge and spin) of number 2 (C3H6N2S3)? 132.0 kcal/mol

energy relative to the best compared isomer or geometry (same formula, charge and spin) of number 6 (C3H6N3)? 45.2 kcal/mol